1.
Below is a cluster of 9 separate species, C30H79NO24S8 in total in a non-equilibrium geometry, with properties calculated with the ωB97M-V functional and the def2-TZVPD basis.

Cartesian coordinates (Å):
C 0.3437 -1.5620 -0.7367
C 0.3474 -0.1611 -0.1127
N -0.9917 0.4401 -0.0819
C -0.9375 1.9073 -0.1204
C -0.3491 2.3657 -1.4627
C -1.7867 -0.1272 1.0082
C -3.3010 -0.0588 0.7641
H -0.6380 -2.0379 -0.7360
H 1.2316 -2.1296 -0.4703
H 0.4057 -1.4550 -1.8315
H 0.6231 -0.3289 0.9424
H 1.1291 0.4845 -0.4938
H -1.9142 2.3752 0.0149
H -0.3168 2.2122 0.7372
H -0.5896 3.4113 -1.6388
H 0.6945 2.0821 -1.5650
H -0.8108 1.7808 -2.2626
H -1.6417 0.4912 1.9044
H -1.5087 -1.1739 1.0934
H -3.4548 0.0008 -0.3154
H -3.7563 0.8168 1.2241
H -3.7997 -0.9649 1.1065
O -2.6488 2.3330 -3.9979
S -2.9809 1.5763 -5.1583
O -2.1729 1.5370 -6.3580
O -3.0149 -0.0062 -4.7599
C -3.8407 -0.4960 -3.7075
C -2.9552 -1.2260 -2.7148
C -4.6657 1.7705 -5.6372
H -4.5453 -1.2199 -4.1187
H -4.3887 0.2822 -3.1714
H -3.5144 -1.6917 -1.8972
H -2.2042 -0.6055 -2.2188
H -2.3809 -2.0536 -3.1393
H -4.7137 1.5310 -6.6965
H -4.9060 2.8300 -5.5365
H -5.3078 1.1092 -5.0655
O 0.2041 -6.9451 -5.5315
S 0.3092 -5.6376 -4.9772
O -0.6830 -4.6105 -5.1516
O 0.5595 -6.0203 -3.4129
C 0.0101 -5.1652 -2.4015
C -1.3886 -5.6080 -2.0638
C 1.9267 -4.8720 -5.2866
H 0.1966 -4.1232 -2.6679
H 0.6238 -5.3042 -1.5064
H -2.0814 -5.5341 -2.9041
H -1.8674 -4.9815 -1.3011
H -1.4380 -6.6094 -1.6372
H 1.9895 -3.7913 -5.2391
H 2.2052 -5.1606 -6.3026
H 2.5760 -5.4102 -4.6029
O -6.2426 6.1961 -2.1687
S -5.3728 5.1134 -2.5176
O -4.6086 5.1004 -3.7480
O -4.3901 4.7793 -1.2415
C -2.9780 5.0325 -1.3916
C -2.6374 6.4893 -1.6979
C -6.4615 3.6484 -2.4769
H -2.6663 4.4696 -2.2759
H -2.5185 4.6560 -0.4823
H -1.6078 6.4958 -2.0593
H -2.7271 7.1478 -0.8358
H -3.2379 6.8559 -2.5287
H -5.7917 2.7931 -2.5355
H -7.1243 3.7434 -3.3294
H -6.9351 3.7005 -1.5017
O -5.0445 -7.0084 4.5372
S -5.6987 -7.1255 3.2594
O -7.1110 -7.3351 3.2264
O -5.3785 -5.8019 2.3586
C -4.0653 -5.2555 2.4494
C -4.0967 -3.7156 2.4843
C -4.8621 -8.4051 2.2918
H -3.3175 -5.5631 1.7176
H -3.7033 -5.5918 3.4260
H -3.9151 -3.2159 3.4337
H -5.0482 -3.3578 2.0894
H -3.3030 -3.3697 1.8185
H -5.3797 -8.5259 1.3495
H -4.8227 -9.2966 2.9210
H -3.7953 -8.1752 2.2854
O 3.2845 -3.6964 -2.4168
S 4.4239 -4.3043 -1.7815
O 4.8740 -5.6479 -2.0158
O 5.6872 -3.2553 -1.8529
C 6.9997 -3.7654 -2.1827
C 7.5566 -4.7050 -1.1217
C 4.1062 -4.1592 0.0156
H 7.5831 -2.8451 -2.2387
H 6.9503 -4.1588 -3.1986
H 8.5841 -4.4656 -0.8486
H 7.5833 -5.7217 -1.5153
H 6.9504 -4.7241 -0.2201
H 4.6005 -3.2845 0.4266
H 4.4713 -5.0577 0.5082
H 3.0246 -4.1197 0.1233
O -0.3711 4.3167 5.6969
S 0.4128 3.3553 4.9779
O 1.6919 3.7651 4.4389
O 0.5779 2.0158 5.8623
C 1.7885 1.9127 6.6224
C 2.2124 0.4465 6.7363
C -0.5307 2.6091 3.6990
H 1.6603 2.2202 7.6650
H 2.5965 2.5489 6.2690
H 1.4472 -0.1810 7.1908
H 3.0349 0.3583 7.4514
H 2.5720 0.0929 5.7712
H 0.1851 1.9626 3.1860
H -0.7985 3.3855 2.9818
H -1.3893 2.0099 3.9823
O 4.6741 -0.8902 1.8985
S 3.7989 -0.0220 2.6711
O 2.5071 -0.4916 3.1196
O 4.5513 0.3846 4.0840
C 5.9799 0.3136 4.0952
C 6.6134 1.6908 3.7831
C 3.5554 1.5648 1.8652
H 6.3708 -0.4032 3.3766
H 6.2880 0.0422 5.1018
H 7.6946 1.6013 3.8970
H 6.2255 2.4277 4.4831
H 6.4453 1.9794 2.7463
H 4.5369 2.0293 1.8923
H 2.8316 2.0777 2.4947
H 3.1582 1.4055 0.8679
O 0.2952 6.0525 0.9071
S 1.6128 5.4852 1.0138
O 1.8367 4.0630 1.0147
O 2.4393 5.9945 -0.2798
C 2.3029 7.3268 -0.6977
C 1.4987 7.5910 -1.9373
C 2.5742 6.2819 2.3541
H 3.3368 7.7071 -0.7637
H 1.9531 8.0217 0.0811
H 1.5520 8.6473 -2.2083
H 0.4462 7.4344 -1.6889
H 1.7483 7.0295 -2.8361
H 3.3951 5.5654 2.4167
H 2.0118 6.1750 3.2776
H 2.9565 7.2625 2.0977

Output
SMILES: CCOS(C)(=O)=O.CCOS(C)(=O)=O.CCOS(C)(=O)=O.CCOS(C)(=O)=O.CCOS(C)(=O)=O.CCOS(C)(=O)=O.CCOS(C)(=O)=O.CCOS(C)(=O)=O.CCN(CC)CC
HOMO-LUMO gap (eV): 8.42
E_HOMO (Ha): -0.304
LUMO (eV): 0.145
Calculated total energy (a.u.): -6236.25417
F_max (hartree/bohr): 0.0597


2.
Below is a structure of composition C7H16F6KNO9S3 in a non-equilibrium geometry, with properties calculated with the ωB97M-V functional and the def2-TZVPD basis.

Cartesian coordinates (Å):
K -1.2835 1.1655 1.1021
C -1.8328 -1.2808 -2.0218
F -2.5702 -0.7077 -1.0627
F -1.7662 -2.5786 -1.8654
F -2.4441 -1.0030 -3.1707
S -0.0891 -0.5595 -2.0665
O 0.6298 -1.2529 -1.0399
O 0.3438 -0.7950 -3.4124
N -0.2615 1.0689 -1.6306
S 0.7111 1.8662 -2.5827
O 2.1131 1.5315 -2.5463
O 0.1487 1.9989 -3.9247
C 0.5771 3.6265 -1.8418
F -0.7181 3.9995 -1.7856
F 1.0663 3.6669 -0.6128
F 1.1437 4.4511 -2.7078
C -3.4539 2.7524 -2.4232
O -2.8140 2.2723 -1.2530
H -3.5242 3.8436 -2.5255
H -2.9793 2.4246 -3.3509
H -4.4961 2.4217 -2.4105
H -1.8928 2.1176 -1.5275
C -3.9359 -0.2436 3.4008
O -2.5542 -0.2210 3.0153
H -4.4113 -1.1120 2.9370
H -4.0991 -0.2528 4.4790
H -4.4175 0.6520 3.0093
H -2.1307 -0.9005 3.5511
O 2.4787 -1.2325 3.8922
S 1.8279 -1.0751 2.6117
O 0.8500 -0.0464 2.3863
O 3.0047 -0.8124 1.5185
C 4.2131 -1.5693 1.6427
C 4.5479 -2.2244 0.3035
C 1.2815 -2.6765 2.0092
H 4.1863 -2.3682 2.3873
H 4.9582 -0.8641 2.0045
H 4.8332 -1.4647 -0.4297
H 3.7686 -2.9067 -0.0098
H 5.5387 -2.6874 0.3760
H 0.6456 -2.4661 1.1467
H 0.7367 -3.2246 2.7770
H 2.0699 -3.3333 1.6517

Output
HOMO-LUMO gap (eV): 9.14
E_HOMO (Ha): -0.351
LUMO (eV): -0.399
Calculated total energy (a.u.): -3401.89847
F_max (hartree/bohr): 0.0773


3.
Below is an isolated molecule of C5H6O2, with properties calculated with the ωB97M-V functional and the def2-TZVPD basis.

Cartesian coordinates (Å):
C -1.3401 -1.3136 -0.0431
C -0.3722 -0.3584 0.6175
O 1.0270 -0.6926 -0.1989
C 1.7467 0.2648 -0.6215
O 1.5599 1.4973 -0.4913
C -0.7002 1.0370 0.6288
C 0.0923 1.9431 0.1907
H -1.5817 -0.9884 -1.0588
H -2.2642 -1.3174 0.5426
H -0.9338 -2.3285 -0.0725
H -0.0613 -0.7154 1.6019
H 2.6472 -0.0390 -1.1738
H 0.1803 3.0109 0.0783

Output
HOMO-LUMO gap (eV): 8.98
E_HOMO (Ha): -0.301
LUMO (eV): 0.791
Calculated total energy (a.u.): -344.46704
F_max (hartree/bohr): 0.0074


4.
Below is a structure of composition C24H28ClF9HoN2O3 in a non-equilibrium geometry, with properties calculated with the ωB97M-V functional and the def2-TZVPD basis.

Cartesian coordinates (Å):
Ho 0.2480 -0.0088 0.3792
Cl 2.1403 -0.0491 -1.2146
N 0.1461 2.3533 0.1731
N 0.0833 -2.3661 0.1858
C -0.4273 2.9456 -0.8590
C -0.4698 -2.9417 -0.8666
C 1.1505 3.2919 0.7341
C 1.3412 4.2844 -0.4152
C 2.4090 2.5365 1.1211
C 0.5945 3.9706 1.9747
H 2.7963 1.9790 0.2584
H 2.2066 1.8200 1.9343
H 3.1603 3.2504 1.4713
H -0.2693 4.5974 1.7225
H 1.3656 4.6126 2.4154
H 0.2839 3.2346 2.7226
C 1.0598 -3.3263 0.7631
C 1.2728 -4.3029 -0.3978
C 0.4618 -4.0017 1.9883
C 2.3276 -2.5996 1.1740
H 2.7434 -2.0554 0.3133
H 3.0563 -3.3301 1.5371
H 2.1302 -1.8736 1.9811
H -0.3844 -4.6373 1.7055
H 0.1191 -3.2622 2.7200
H 1.2169 -4.6331 2.4666
O 0.1583 -4.0094 -1.3308
H 1.1782 -5.3630 -0.1268
H 2.2116 -4.1155 -0.9389
O 0.1963 4.0169 -1.3207
H 2.2651 4.1022 -0.9838
H 1.2617 5.3394 -0.1214
C -1.7137 2.4932 -1.4655
C -1.7450 -2.4835 -1.4931
C -1.5899 -1.2194 -2.3063
H -2.4386 -2.2844 -0.6526
H -2.1468 -3.3164 -2.0779
C -1.7130 0.0055 -1.6238
C -1.5770 1.2357 -2.2908
H -2.1020 0.0040 -0.5895
C -1.4394 1.2419 -3.6869
C -1.4116 0.0179 -4.3626
C -1.4403 2.5352 -4.4607
C -1.4523 -1.2114 -3.7001
H -1.3828 0.0233 -5.4537
C -1.4634 -2.4927 -4.4934
H -1.4273 -2.2705 -5.5673
H -2.3886 -3.0490 -4.2949
H -0.6168 -3.1598 -4.2738
H -2.3668 3.0907 -4.2542
H -1.4023 2.3357 -5.5397
H -0.5934 3.1974 -4.2243
H -2.1264 3.3293 -2.0399
H -2.3933 2.2915 -0.6151
F -0.9079 -1.8853 4.5616
C -1.0237 -0.5230 4.6029
F -1.8638 -0.2109 5.6228
F 0.2039 -0.0369 4.8945
C -1.5133 0.0170 3.2218
O -0.4424 0.0225 2.3582
C -2.6606 -0.8817 2.7104
F -3.6055 -1.0981 3.6534
F -3.2677 -0.3248 1.6127
F -2.1906 -2.0894 2.2883
C -2.0850 1.4349 3.4068
F -3.2827 1.4531 4.0388
F -1.2183 2.2203 4.1080
F -2.2433 2.0318 2.1886

Output
2S+1: 5
HOMO-LUMO gap (alpha / beta) (eV): 3.11 / 3.94
E_HOMO (alpha / beta) (Ha): -0.015 / -0.047
Total charge: -1
LUMO (alpha / beta) (eV): 2.688 / 2.676
Calculated total energy (a.u.): -3573.73926
F_max (hartree/bohr): 0.0762


5.
Below is a structure of composition C27H63N9O13SZn in a non-equilibrium geometry, with properties calculated with the ωB97M-V functional and the def2-TZVPD basis.

Cartesian coordinates (Å):
Zn -2.5357 -1.2433 -0.1444
S -0.3490 0.1908 -0.1852
O 0.9552 -0.2517 0.2749
O -0.9705 -0.7297 -1.1514
O -1.3663 0.0817 0.9020
O -0.2973 1.5400 -0.7777
C 2.0522 -3.5134 -1.0893
C 3.0406 -2.5334 -1.7064
O 3.5922 -2.7515 -2.7826
N 3.0693 -1.3533 -1.0678
C 3.8423 -0.2424 -1.5526
H 1.0277 -3.1184 -1.0626
H 2.1574 -3.8050 -0.0431
H 1.9995 -4.3453 -1.7924
H 2.3676 -1.1979 -0.3424
H 4.0884 -0.3354 -2.6089
H 4.6965 0.0398 -0.9388
H 3.1409 0.6038 -1.6069
C -0.9322 2.8699 -6.9214
C 0.2899 2.3964 -6.1362
O 1.3066 2.1284 -6.7653
N 0.2116 2.2392 -4.8102
C 1.2942 1.6655 -4.0497
H -0.6032 3.3107 -7.8551
H -1.4507 3.6864 -6.4084
H -1.5717 1.9941 -7.0132
H -0.5582 2.6158 -4.2878
H 0.9947 1.4616 -3.0184
H 2.2312 2.2183 -3.9961
H 1.5606 0.6559 -4.3715
C 2.1629 -5.0006 -5.0733
C 1.0310 -4.0064 -5.1640
O -0.0323 -4.3391 -5.6793
N 1.1857 -2.8427 -4.5109
C 0.0548 -1.9973 -4.2393
H 2.6404 -5.1575 -6.0415
H 1.6924 -5.9348 -4.7688
H 2.9619 -4.7547 -4.3735
H 2.0381 -2.4994 -4.0887
H -0.2515 -1.3572 -5.0784
H 0.2214 -1.3251 -3.4012
H -0.8669 -2.5513 -4.0442
C 2.0721 3.8794 5.6916
C 1.6408 2.4818 5.3486
O 1.9391 1.5405 6.0795
N 0.7762 2.3838 4.3269
C -0.0589 1.2062 4.0748
H 2.3438 3.9517 6.7457
H 1.3345 4.6659 5.5407
H 2.9913 4.1690 5.1759
H 0.7063 3.1670 3.6810
H 0.1830 0.4576 4.8256
H 0.1870 0.8056 3.0904
H -1.0833 1.5699 4.1544
C -5.4831 1.7548 -1.4772
C -4.0459 1.3536 -1.2704
O -3.7186 0.2055 -0.9492
N -3.1098 2.2817 -1.5049
C -3.2286 3.5987 -2.0997
H -5.5881 2.2944 -2.4216
H -5.9194 2.4154 -0.7274
H -6.1202 0.8763 -1.5554
H -2.1403 1.9955 -1.3487
H -2.3456 4.1927 -1.8648
H -4.1241 4.1235 -1.7764
H -3.2042 3.5476 -3.1933
C 2.2590 3.5389 0.5842
C 1.0834 3.8926 1.4464
O 1.2802 4.5615 2.4786
N -0.1394 3.5941 1.0008
C -1.3758 4.1051 1.5347
H 2.8218 2.7146 1.0148
H 2.8787 4.4287 0.5217
H 1.8822 3.2603 -0.4009
H -0.1246 2.7747 0.3584
H -1.6205 5.0685 1.0948
H -1.3146 4.1381 2.6267
H -2.1601 3.3578 1.3968
C 4.3748 -2.3067 1.7211
C 5.1239 -1.2306 2.4668
O 6.3122 -1.4024 2.7694
N 4.5498 -0.0704 2.8230
C 3.1766 0.2906 2.4504
H 3.2918 -2.2218 1.7899
H 4.7088 -3.2620 2.1321
H 4.6386 -2.4611 0.6764
H 5.1387 0.6322 3.2303
H 3.0956 0.3871 1.3685
H 2.9185 1.2304 2.9338
H 2.4783 -0.4778 2.7777
C -4.0834 -2.4258 3.5072
C -4.0861 -1.1694 2.6695
O -3.8801 -1.2235 1.4587
N -4.3700 -0.0242 3.3012
C -4.3214 1.2547 2.6283
H -4.8594 -2.3820 4.2676
H -3.0757 -2.5961 3.8996
H -4.1602 -3.3391 2.9162
H -4.8185 -0.1598 4.1905
H -5.0265 1.2547 1.7961
H -3.3451 1.6539 2.3681
H -4.7360 1.9861 3.3275
C -0.1878 -2.5848 2.6119
C -1.0882 -3.3896 1.7415
O -1.6856 -2.9115 0.7740
N -1.2873 -4.6615 2.1085
C -2.2037 -5.5791 1.4707
H -0.7058 -2.3469 3.5519
H -0.1153 -1.5764 2.2007
H 0.7546 -3.0282 2.9223
H -0.7547 -5.1049 2.8366
H -3.1033 -5.0825 1.1136
H -2.4592 -6.3951 2.1481
H -1.8042 -6.1410 0.6194

Output
HOMO-LUMO gap (eV): 8.31
E_HOMO (Ha): -0.323
LUMO (eV): -0.480
Calculated total energy (a.u.): -4715.24607
F_max (hartree/bohr): 0.0624


6.
Below is an isolated molecule of C19H22N2O4S, with properties calculated with the ωB97M-V functional and the def2-TZVPD basis.

Cartesian coordinates (Å):
C -1.0867 -1.5772 -2.3471
C -2.0327 -0.3817 -2.3489
O -2.2165 0.1474 -1.0473
C -3.5269 0.1072 -0.5159
O -3.6059 1.0376 0.5092
C -3.4535 2.3890 0.0996
C -3.5853 3.2738 1.3270
H -4.5560 3.1224 1.7909
H -2.8137 3.0230 2.0493
H -3.4833 4.3171 1.0422
H -2.4720 2.5230 -0.3717
H -4.2305 2.6330 -0.6411
C -3.9031 -1.2709 0.0562
H -4.9849 -1.3170 0.1784
H -3.5977 -2.0334 -0.6608
C -3.2326 -1.5276 1.4123
N -1.8229 -1.2328 1.3792
C -0.9084 -2.1755 1.0578
O -1.1608 -3.3648 0.9849
C 0.4607 -1.6671 0.8425
C 1.5630 -2.4341 0.6013
C 2.7334 -1.6694 0.4035
C 2.5020 -0.3053 0.4926
C 3.5361 0.6627 0.3280
C 3.3418 2.0441 0.4070
C 4.4002 2.9067 0.2373
C 5.6745 2.4049 -0.0142
C 5.8893 1.0461 -0.0972
C 4.8274 0.1568 0.0713
N 5.0230 -1.1985 -0.0102
C 4.0672 -2.1886 0.1335
O 4.3749 -3.3578 0.0332
H 5.9622 -1.5308 -0.1948
H 6.8781 0.6576 -0.2927
H 6.5023 3.0849 -0.1458
H 4.2454 3.9727 0.2994
H 2.3468 2.4150 0.6035
S 0.8409 0.0336 0.8211
H 1.5369 -3.5077 0.5677
H -1.5993 -0.2596 1.2290
H -3.6960 -0.8955 2.1718
H -3.3431 -2.5800 1.6831
H -4.2392 0.3697 -1.3303
H -3.0006 -0.6652 -2.7794
H -1.6056 0.4208 -2.9649
H -0.1090 -1.2776 -1.9798
H -0.9792 -1.9559 -3.3601
H -1.4604 -2.3750 -1.7107

Output
SMILES: CCOC(CCNC(=O)c1cc2c(=O)[nH]c3ccccc3c2s1)OCC
HOMO-LUMO gap (eV): 8.09
E_HOMO (Ha): -0.304
LUMO (eV): -0.183
Calculated total energy (a.u.): -1545.93524
F_max (hartree/bohr): 0.0157


7.
Below is an isolated molecule of C2H6 in a non-equilibrium geometry, with properties calculated with the ωB97M-V functional and the def2-TZVPD basis.

Cartesian coordinates (Å):
C 0.7793 -0.0225 -0.0060
C -0.7686 0.0217 -0.0170
H 1.0990 -0.9551 0.3305
H 1.1839 0.1415 -0.9931
H 1.1327 0.8527 0.7436
H -1.1941 -0.7537 -0.6054
H -1.1084 1.0019 -0.3471
H -1.1769 -0.2823 1.0094

Output
SMILES: CC
HOMO-LUMO gap (eV): 12.91
E_HOMO (Ha): -0.427
LUMO (eV): 1.297
Calculated total energy (a.u.): -79.77821
F_max (hartree/bohr): 0.0723


8.
Below is a structure of composition C8H14Br4Cl6O2Sr3 in a non-equilibrium geometry, with properties calculated with the ωB97M-V functional and the def2-TZVPD basis.

Cartesian coordinates (Å):
Sr 0.7565 -0.0256 -4.0038
Sr -3.4062 -1.2212 -3.2083
Sr -2.3008 2.7188 -2.9179
O -1.1903 -0.2720 -2.4391
C -1.0337 -0.1106 -1.0852
C -0.4103 1.2969 -0.4811
O -1.1827 2.4464 -0.6978
H -0.5069 -0.9715 -0.6736
H -2.0317 -0.1504 -0.6488
H 0.5640 1.5264 -0.9127
H -0.1316 1.1311 0.5596
Br 2.1081 -2.7304 2.4510
C 3.0707 -1.9647 0.8742
C 2.3988 -2.3375 -0.4377
Br 3.1158 -1.1304 -1.8968
H 4.0815 -2.3716 0.8444
H 3.1221 -0.8965 1.0851
H 1.3118 -2.2568 -0.4282
H 2.5687 -3.3696 -0.7442
Br -0.8953 -5.4388 1.4997
C -1.6672 -4.0290 0.3211
C -3.2139 -4.1268 0.2011
Br -3.9355 -2.6073 -0.8516
H -1.2373 -4.0814 -0.6791
H -1.4393 -3.0313 0.6963
H -3.7360 -4.0172 1.1516
H -3.5594 -5.1128 -0.1099
C 1.7092 2.8292 2.3701
Cl 2.2689 4.2851 3.2640
Cl 2.0605 1.3627 3.3591
Cl 2.8743 2.8918 1.0129
H 0.6597 2.8186 2.0761
C -0.1231 5.7024 0.1024
Cl 1.4848 6.1856 0.2723
Cl -0.6970 5.6928 -1.5633
Cl -1.1574 6.6490 1.1058
H -0.3000 4.7165 0.5323

Output
HOMO-LUMO gap (eV): 2.88
E_HOMO (Ha): -0.665
Total charge: +4
LUMO (eV): -15.208
Calculated total energy (a.u.): -13611.47945
F_max (hartree/bohr): 0.0949


> Which of these has the lowest F_max?

C5H6O2